Here is a molecular structure, C35H41BCl3KN9OS from the Open Molecules 2025 dataset. Energies are from the ωB97M-V functional and the def2-TZVPD basis.

- energy relative to the best compared isomer or geometry (same formula, charge and spin) (kJ/mol) = 4.59
- E_tot (eV) = -117828.7866
- total charge = -1

Last column: Löwdin charge in e.
Atoms and positions in Å:
K 0.96498 0.83440 -0.37050  0.54
C -1.16103 0.05494 2.73016  -0.07
C -2.02023 1.30586 2.87082  -0.36
C -3.23586 1.26818 1.94014  -0.06
C -1.21723 2.55761 2.65272  -0.30
C -1.42271 3.81422 3.25404  -0.03
C -0.43407 4.60605 2.71608  -0.10
N 0.29707 3.85538 1.87074  -0.03
N -0.18266 2.59329 1.82343  0.12
B 1.60831 4.33370 1.20241  -0.53
N 1.46560 4.48037 -0.32629  -0.03
C 1.60482 5.61373 -1.03301  -0.09
C 1.37734 5.32705 -2.36277  -0.03
C 1.09843 3.94873 -2.37245  -0.30
N 1.15161 3.45398 -1.13975  0.06
C 0.73877 3.05695 -3.52690  -0.37
C 1.14631 3.66278 -4.86508  -0.08
C -0.75774 2.74629 -3.50039  -0.07
N 2.78126 3.41457 1.59174  -0.03
C 3.81698 3.74358 2.38543  -0.09
C 4.54932 2.60370 2.63583  -0.03
C 3.86427 1.59263 1.93547  -0.30
N 2.80696 2.09560 1.31286  0.08
C 4.16669 0.12163 1.86731  -0.37
C 4.50852 -0.33179 0.44730  -0.06
C 3.01398 -0.70459 2.44368  -0.08
H -1.75594 -0.84563 2.89863  0.07
H -0.33084 0.06463 3.43908  0.08
H -0.72702 -0.00419 1.73232  0.04
H -2.39086 1.34283 3.90130  0.13
H -2.91747 1.28255 0.89631  0.06
H -3.87579 2.13603 2.11083  0.07
H -3.83051 0.36514 2.10962  0.07
H -2.17550 4.09351 3.97317  0.09
H -0.18005 5.63898 2.88829  0.11
H 1.84859 5.43541 1.64036  0.11
H 1.86295 6.53620 -0.53933  0.11
H 1.42099 6.00770 -3.19609  0.09
H 1.28041 2.11416 -3.39774  0.13
H 0.60452 4.59459 -5.04780  0.07
H 0.91353 2.97629 -5.68115  0.07
H 2.21490 3.88153 -4.89381  0.08
H -1.33606 3.66116 -3.65696  0.09
H -1.03890 2.32950 -2.53377  0.05
H -1.01986 2.02935 -4.28294  0.08
H 3.94849 4.76088 2.71586  0.11
H 5.44017 2.50879 3.23479  0.09
H 5.04416 -0.04889 2.49975  0.13
H 3.64641 -0.25238 -0.21632  0.04
H 4.81493 -1.38031 0.43992  0.08
H 5.31708 0.27030 0.02884  0.08
H 2.10115 -0.59938 1.85205  0.05
H 2.78037 -0.39861 3.46519  0.08
H 3.27518 -1.76715 2.45690  0.07
N 1.20566 -1.89099 -0.85889  -0.17
C 1.53789 -1.45574 -1.89025  -0.34
Cl 0.70050 -2.95660 4.66743  0.67
C -0.29641 -3.38442 3.31087  -0.67
C 0.25251 -3.47281 2.04592  -0.08
C -0.57152 -3.78528 0.97720  -0.02
C -1.94189 -3.95897 1.12793  -0.18
C -2.84628 -4.20472 -0.07124  -0.28
C -3.76225 -3.01361 -0.41310  -0.07
N -3.13576 -1.78779 -0.89133  -0.07
C -3.56936 -1.05767 -1.97296  -0.08
C -2.72158 0.00498 -2.07530  -0.13
N -1.77025 -0.05425 -1.08608  0.05
C -2.06139 -1.12689 -0.39220  -0.19
O -2.16123 -4.77866 -1.16215  -0.09
C -1.59116 -3.94440 -2.18200  -0.15
C -0.72835 -4.82361 -3.02901  -0.30
C -1.19939 -5.78546 -3.86766  -0.98
Cl -2.85054 -6.16318 -4.16553  0.64
S 0.04937 -6.63909 -4.67546  0.97
C 1.24498 -5.69121 -3.88769  -0.41
C 0.69811 -4.77394 -3.05017  -0.12
C -2.44648 -3.88912 2.42496  -0.57
Cl -4.14516 -4.16825 2.74420  0.70
C -1.64576 -3.61009 3.51952  -0.15
H 1.29824 -3.26591 1.86730  0.10
H -0.11892 -3.82325 -0.00082  0.09
H -3.54993 -4.98559 0.23129  0.13
H -4.35455 -2.79386 0.47499  0.10
H -4.45024 -3.33543 -1.19526  0.13
H -4.41590 -1.36911 -2.56113  0.11
H -2.72718 0.78812 -2.81281  0.08
H -1.50213 -1.48521 0.45199  0.10
H -0.98301 -3.13401 -1.77536  0.09
H -2.38883 -3.50712 -2.78924  0.12
H 2.28990 -5.85639 -4.09441  0.06
H 1.26522 -4.05314 -2.47444  0.08
H -2.07159 -3.54915 4.51054  0.10

---

Here is a molecular structure, C35H41CaF3N6O6PS3Te from the Open Molecules 2025 dataset. Energies are from the ωB97M-V functional and the def2-TZVPD basis.

- energy relative to the best compared isomer or geometry (same formula, charge and spin) (kJ/mol) = 0.00
- E_tot (eV) = -133869.5729
- total charge = -1

Last column: Löwdin charge in e.
Atoms and positions in Å:
Ca -1.47167 -1.98806 -0.37862  1.06
C 0.34499 2.42848 -1.95840  -0.05
N 1.33101 1.82942 -2.83476  -0.09
C 1.07845 1.87873 -4.26450  -0.15
C 2.11513 0.89962 -4.80356  -0.14
N 2.32547 -0.00432 -3.68433  -0.09
C 3.56507 -0.75305 -3.66466  -0.06
C 1.80498 0.56194 -2.51898  -0.36
N 1.68406 0.08625 -1.34971  0.11
C 1.94996 -1.27840 -1.01415  -0.23
C 2.92328 -1.45092 0.15953  -0.22
N 2.57540 -0.55594 1.23991  0.09
C 2.80825 -0.77466 2.47520  -0.37
N 3.34347 -1.87181 3.14078  -0.09
C 4.32326 -2.75178 2.54897  -0.05
C 3.55194 -1.54195 4.54046  -0.14
C 2.58749 -0.38438 4.77263  -0.13
N 2.45511 0.14856 3.43691  -0.04
C 1.72011 1.37497 3.17151  -0.24
H 0.29118 3.49890 -2.16617  0.09
H 0.64882 2.27285 -0.92605  0.07
H -0.64530 1.98281 -2.10217  0.04
H 1.22230 2.88830 -4.65323  0.12
H 0.05979 1.54503 -4.49232  0.08
H 3.05255 1.41157 -5.06178  0.11
H 1.75853 0.36629 -5.68623  0.12
H 4.29691 -0.26560 -4.31760  0.08
H 3.43645 -1.78216 -4.00856  0.08
H 3.98401 -0.77361 -2.66020  0.08
H 2.25534 -1.93475 -1.83546  0.11
H 0.98318 -1.71151 -0.70271  0.06
H 3.93776 -1.22263 -0.19528  0.11
H 2.87784 -2.50622 0.44220  0.08
H 5.26011 -2.23032 2.30914  0.09
H 3.93865 -3.23332 1.65616  0.06
H 4.54614 -3.53811 3.27019  0.09
H 4.59183 -1.23136 4.71996  0.12
H 3.33393 -2.40364 5.17291  0.12
H 3.00170 0.35552 5.46084  0.12
H 1.62520 -0.72830 5.17084  0.12
H 2.44104 2.18194 2.96983  0.12
H 1.17733 1.62330 4.08792  0.13
H 1.24111 0.79631 1.41864  0.06
O -1.40386 0.67561 -3.90019  -0.31
S -2.33754 0.26309 -2.87848  0.44
O -3.42335 -0.58492 -3.30541  -0.34
O -1.64304 -0.26925 -1.67554  -0.61
C -3.12827 1.75450 -2.28353  -0.28
C -3.74472 2.48067 -3.30025  -0.06
C -4.48221 3.61316 -3.01659  -0.08
C -4.61562 4.01819 -1.69669  -0.08
C -3.99871 3.30037 -0.68738  -0.07
C -3.22986 2.15775 -0.94645  -0.30
P -2.34181 1.31726 0.45431  1.13
C -2.60816 2.53191 1.80339  -0.39
C -1.64630 3.53834 1.90417  -0.11
C -1.72775 4.50329 2.89562  -0.09
C -2.76131 4.46051 3.82378  -0.10
C -3.71055 3.45242 3.74670  -0.09
C -3.63599 2.49638 2.74069  -0.09
C -3.52509 -0.01234 0.90709  -0.41
C -3.27167 -0.70369 2.09784  -0.14
C -4.06184 -1.77723 2.47639  -0.08
C -5.10231 -2.19352 1.65664  -0.07
C -5.34293 -1.53643 0.46021  -0.09
C -4.56495 -0.44793 0.08604  -0.09
H -3.63826 2.13486 -4.32044  0.12
H -4.95535 4.16910 -3.81613  0.10
H -5.20088 4.89511 -1.44844  0.10
H -4.11376 3.64232 0.33138  0.09
H -0.81897 3.55157 1.20342  0.10
H -0.97499 5.27981 2.95500  0.10
H -2.82029 5.20495 4.60820  0.09
H -4.51667 3.40746 4.46884  0.10
H -4.39080 1.72138 2.68463  0.10
H -2.43303 -0.40789 2.72112  0.11
H -3.83423 -2.31323 3.38871  0.10
H -5.69768 -3.05426 1.93269  0.10
H -6.11628 -1.88823 -0.20943  0.11
H -4.75323 0.03228 -0.86573  0.10
F -1.09404 -2.28340 4.64524  0.06
C -0.64066 -3.36561 3.96464  -0.72
F -1.64388 -4.23648 3.88557  0.12
F 0.33322 -3.91495 4.70615  0.09
S 0.03460 -2.78654 2.29311  0.79
O -1.24657 -2.97769 1.48715  -0.69
O 1.02727 -3.82243 1.97239  -0.46
O 0.78448 1.28008 2.14890  -0.08
Te -3.10479 -3.75590 -2.07762  0.65
C -2.85984 -5.49864 -0.91199  -1.08
C -3.80897 -6.20588 -0.22512  -0.28
C -3.28477 -7.32518 0.48178  -0.23
C -1.93803 -7.45860 0.32868  -0.45
S -1.32034 -6.22152 -0.68289  0.88
H -4.85172 -5.91986 -0.21896  0.08
H -3.88450 -7.99406 1.08477  0.09
H -1.29160 -8.20496 0.76183  0.05

---

Question: Look up the E_tot of the first one.
Answer: -117828.7866 eV